The following is a quantum chemistry calculation of a 4-piece molecular cluster, C25H57N4 overall, from the OMol25 dataset.

Values from the calculation:
Spin multiplicity: 1
Net charge: -1
Frontier orbital gap, eV: 3.905
E_tot, eV: -32806.1319

```
86
Properties=species:S:1:pos:R:3:forces:R:3
C -1.177 3.693 4.100 0.046 0.067 0.030
C -1.990 3.553 3.222 0.223 0.001 -0.160
C -2.951 3.356 2.092 -0.442 -0.017 0.137
N -4.313 3.659 2.370 0.052 0.073 0.138
C -4.477 5.078 2.482 -0.055 -0.305 -0.005
C -5.760 5.484 3.270 0.092 -0.004 -0.045
C -6.515 4.316 3.902 -0.050 0.183 0.112
C -7.394 3.530 2.924 0.050 -0.197 0.160
H -0.446 3.869 4.850 -0.057 -0.039 0.078
H -2.867 2.296 1.816 0.077 0.012 -0.110
H -2.508 3.948 1.251 0.078 -0.073 -0.164
H -4.543 5.571 1.478 0.137 0.129 -0.002
H -3.612 5.563 2.980 -0.010 0.089 0.037
H -5.492 6.184 4.070 0.089 0.013 -0.018
H -6.437 6.039 2.611 -0.087 -0.030 0.017
H -5.772 3.654 4.344 0.006 -0.075 -0.032
H -7.129 4.706 4.723 -0.073 0.033 -0.058
H -7.497 4.052 1.972 -0.031 0.034 -0.016
H -6.947 2.561 2.707 0.057 0.036 -0.102
H -8.394 3.362 3.337 -0.048 0.006 -0.053
C -0.920 -0.443 2.839 -0.078 -0.007 0.073
C -1.047 -1.486 1.741 0.046 0.092 0.035
N -1.316 -0.891 0.443 0.067 -0.135 -0.045
C -1.683 -1.852 -0.575 -0.095 -0.037 -0.041
C -0.618 -2.865 -1.019 -0.016 -0.019 -0.139
C -0.416 0.171 0.034 0.036 0.225 0.007
C 1.081 -0.155 -0.077 -0.005 0.031 -0.064
H -1.793 0.210 2.856 0.023 0.037 0.005
H -0.836 -0.930 3.812 -0.011 -0.021 -0.012
H -0.036 0.183 2.713 0.004 0.008 0.009
H -1.888 -2.147 1.967 0.000 -0.011 -0.007
H -0.143 -2.122 1.749 0.000 0.002 -0.045
H -2.037 -1.301 -1.451 0.029 0.034 0.009
H -2.551 -2.405 -0.201 0.026 -0.006 0.051
H 0.143 -2.403 -1.649 0.032 0.011 0.057
H -1.083 -3.660 -1.608 -0.013 -0.006 0.021
H -0.121 -3.329 -0.167 -0.006 0.023 0.024
H -0.537 0.997 0.737 -0.008 -0.012 0.022
H -0.774 0.562 -0.923 -0.026 -0.064 -0.018
H 1.432 -0.741 0.774 -0.012 0.005 0.018
H 1.656 0.775 -0.093 -0.004 0.002 0.003
H 1.324 -0.702 -0.989 -0.003 -0.054 0.037
C 0.733 4.116 -0.975 -0.045 -0.037 -0.018
C 1.129 4.117 -2.442 -0.027 -0.062 0.050
N 2.419 4.740 -2.694 -0.003 -0.017 -0.025
C 2.679 4.989 -4.098 -0.007 0.085 -0.077
C 2.814 3.782 -5.037 0.063 0.022 -0.043
C 3.530 4.209 -1.924 0.074 -0.005 0.105
C 3.843 2.711 -2.051 0.062 0.017 0.004
H 0.747 5.124 -0.562 0.033 0.000 0.000
H -0.277 3.721 -0.866 -0.006 0.015 0.032
H 1.391 3.487 -0.374 -0.006 0.003 0.021
H 0.382 4.682 -3.007 0.028 0.008 -0.035
H 1.080 3.082 -2.820 -0.008 0.005 -0.005
H 3.585 5.599 -4.171 0.016 -0.019 0.026
H 1.864 5.620 -4.467 -0.033 -0.029 0.028
H 3.762 3.262 -4.900 -0.026 -0.026 0.038
H 2.777 4.119 -6.075 -0.012 0.006 0.003
H 2.006 3.064 -4.894 -0.011 0.007 0.007
H 3.342 4.429 -0.871 -0.055 -0.006 -0.006
H 4.419 4.790 -2.185 -0.011 -0.005 -0.053
H 2.937 2.105 -2.007 -0.010 0.009 0.016
H 4.483 2.398 -1.223 0.002 0.004 0.001
H 4.366 2.473 -2.976 -0.056 -0.014 -0.023
C 3.024 -4.338 -1.165 0.026 0.020 0.002
C 3.448 -5.766 -0.858 -0.020 0.027 -0.062
N 2.691 -6.370 0.224 0.022 -0.024 -0.019
C 3.261 -7.615 0.703 0.074 -0.044 0.087
C 3.294 -8.813 -0.255 -0.025 -0.054 0.048
C 1.246 -6.345 0.073 -0.114 0.059 0.015
C 0.639 -7.006 -1.171 -0.046 -0.019 0.035
H 3.067 -3.717 -0.269 -0.033 -0.017 0.016
H 3.695 -3.908 -1.910 0.004 0.000 0.004
H 2.013 -4.284 -1.569 -0.009 -0.008 0.008
H 4.498 -5.763 -0.551 0.001 -0.036 0.008
H 3.403 -6.352 -1.791 0.000 -0.001 0.005
H 2.725 -7.901 1.612 -0.031 0.012 -0.014
H 4.287 -7.399 1.018 0.004 0.031 -0.040
H 2.307 -9.255 -0.392 -0.005 0.036 -0.038
H 3.942 -9.591 0.153 0.009 0.008 0.001
H 3.684 -8.539 -1.236 0.008 0.012 0.001
H 0.926 -5.302 0.093 0.043 0.019 -0.022
H 0.814 -6.794 0.972 0.034 -0.038 -0.003
H 1.187 -6.742 -2.077 0.003 0.021 0.003
H -0.390 -6.663 -1.301 -0.001 0.001 0.006
H 0.613 -8.092 -1.095 0.052 0.002 -0.031
```
Forces are in eV/Å.